C42H58N7O4RuS2Si | wB97M-V/def2-TZVPD

As for the molar mass: 918.26 g/mol. The multiplicity is 6. As for the expectation value of S²: 8.83. The value obtained for the HOMO energy (alpha / beta) is -5.18 / -6.72 eV. For the HOMO-LUMO gap (alpha / beta), the calculation gives 5.6 / 6.4 eV. Its total energy is -3500.35993 Eh. For the energy relative to the best compared isomer or geometry (same formula, charge and spin), the calculation gives 0.0000 eV. For the largest force on an atom, the calculation gives 0.51 eV Å⁻¹.

```
115
Properties=species:S:1:pos:R:3:lowdin_charge:R:1
Ru -0.755 0.330 -0.492 1.03
N -3.262 2.073 2.829 0.11
C -2.658 3.047 3.625 -0.25
C -3.381 3.632 4.657 -0.04
C -2.802 4.591 5.476 -0.10
C -1.486 4.973 5.268 -0.10
C -0.763 4.395 4.235 -0.11
C -1.337 3.440 3.408 -0.45
S -0.379 2.763 2.097 0.97
N -1.427 1.661 1.366 -0.36
C -2.681 1.486 1.709 -0.41
C -3.484 0.638 0.897 -0.26
C -4.851 0.335 1.144 -0.06
C -5.583 -0.372 0.239 -0.10
C -4.973 -0.789 -0.973 -0.09
C -3.639 -0.515 -1.141 -0.18
N -2.879 0.117 -0.241 -0.06
H -4.258 1.995 2.920 0.11
H -4.409 3.328 4.821 0.11
H -3.383 5.033 6.273 0.10
H -1.022 5.717 5.901 0.10
H 0.263 4.695 4.060 0.10
H -5.334 0.666 2.055 0.10
H -6.624 -0.590 0.436 0.10
H -5.522 -1.306 -1.743 0.09
H -3.125 -0.822 -2.045 0.10
C 1.033 0.114 4.288 -0.02
C 2.257 -0.236 3.444 -0.62
C 3.466 0.565 3.916 -0.02
C 2.552 -1.730 3.520 -0.02
O 1.918 0.120 2.099 -0.17
Si 2.763 0.037 0.706 -0.13
S 1.538 0.616 -0.898 0.38
O 4.109 0.967 0.763 -0.16
C 4.423 2.349 0.547 -0.64
C 5.694 2.609 1.346 -0.03
C 4.671 2.570 -0.940 -0.04
C 3.287 3.237 1.040 -0.04
O 3.301 -1.504 0.577 -0.15
C 4.382 -2.082 -0.158 -0.64
C 5.688 -1.827 0.588 -0.02
C 4.435 -1.497 -1.565 -0.03
C 4.086 -3.576 -0.217 -0.03
H 1.136 -0.269 5.306 0.09
H 0.137 -0.313 3.833 0.06
H 0.890 1.192 4.329 0.07
H 3.683 0.343 4.963 0.09
H 3.266 1.632 3.823 0.08
H 4.347 0.326 3.321 0.08
H 2.570 -2.060 4.561 0.09
H 3.508 -1.968 3.057 0.07
H 1.785 -2.282 2.979 0.07
H 6.484 1.929 1.025 0.08
H 5.511 2.451 2.409 0.08
H 6.038 3.634 1.200 0.09
H 5.504 1.952 -1.280 0.08
H 4.919 3.615 -1.131 0.09
H 3.783 2.313 -1.516 0.05
H 3.075 3.035 2.090 0.07
H 2.381 3.056 0.464 0.04
H 3.557 4.289 0.935 0.09
H 5.857 -0.758 0.697 0.07
H 6.527 -2.266 0.046 0.09
H 5.648 -2.278 1.581 0.08
H 4.680 -0.435 -1.535 0.07
H 3.467 -1.610 -2.053 0.07
H 5.193 -2.008 -2.162 0.09
H 3.993 -3.977 0.793 0.08
H 4.884 -4.111 -0.733 0.09
H 3.148 -3.750 -0.745 0.08
N -0.652 -1.067 1.057 0.11
C -1.018 -1.728 1.926 -0.20
N -1.551 -2.474 2.874 -0.07
C -0.736 -3.420 3.640 -0.12
C -1.670 -4.447 4.256 -0.19
O -2.669 -3.828 5.041 -0.12
C -3.475 -2.973 4.252 -0.18
C -2.647 -1.858 3.643 -0.10
H -0.180 -2.890 4.422 0.13
H -0.027 -3.900 2.967 0.13
H -1.113 -5.109 4.918 0.13
H -2.136 -5.047 3.463 0.13
H -4.237 -2.559 4.912 0.13
H -3.967 -3.549 3.458 0.13
H -2.228 -1.221 4.431 0.14
H -3.241 -1.241 2.969 0.12
C -0.461 0.987 -4.600 -0.05
C -1.215 2.208 -4.174 -0.21
C -1.654 3.146 -5.087 -0.06
C -2.352 4.277 -4.674 -0.08
C -2.608 4.484 -3.323 -0.06
C -2.185 3.583 -2.365 -0.20
C -2.467 3.795 -0.912 -0.04
C -1.484 2.413 -2.788 -0.30
N -1.093 1.516 -1.901 -0.05
H -0.222 1.033 -5.662 0.08
H -1.049 0.083 -4.417 0.07
H 0.465 0.885 -4.032 0.06
H -1.445 2.995 -6.139 0.11
H -2.689 5.000 -5.405 0.10
H -3.145 5.371 -3.007 0.11
H -2.871 4.793 -0.742 0.08
H -1.565 3.672 -0.309 0.04
H -3.190 3.062 -0.544 0.08
C -0.952 -4.003 -3.688 -0.07
C 0.041 -3.048 -3.832 -0.06
C 0.183 -2.083 -2.847 -0.16
N -0.595 -2.033 -1.769 0.02
C -1.537 -2.964 -1.628 -0.17
C -1.756 -3.967 -2.558 -0.06
H -1.097 -4.767 -4.441 0.11
H 0.696 -3.042 -4.691 0.11
H 0.952 -1.321 -2.903 0.06
H -2.144 -2.895 -0.731 0.10
H -2.539 -4.695 -2.398 0.10
```